## A
Density functional theory data (ωB97M-V with the def2-TZVPD basis set) for an isolated ion of composition C2H8N3O2 and charge +1.

XYZ file:
```
15
Properties=species:S:1:pos:R:3
O 1.0673 1.0592 0.1718
O -2.2488 -0.1101 0.2529
N -1.2057 0.7822 0.2876
N 1.8799 -1.2219 -0.5783
N -1.3695 2.0061 0.9605
C 0.1389 0.3600 0.0030
C 0.3740 -1.1322 -0.5343
H -0.4600 2.5602 0.9623
H 2.3245 -1.2096 0.3598
H -0.1388 -1.8993 0.2097
H -2.1187 2.5018 0.3253
H -2.5265 -0.0876 1.2352
H 2.1220 -1.9381 -1.3043
H -0.0317 -1.3877 -1.5503
H 2.1931 -0.2829 -0.8008
```

Calculated values
**SMILES string**: NN(O)C(=O)C[NH3+]
**Total charge**: +1
**HOMO energy**: -12.640 eV

## B
Density functional theory data (ωB97M-V with the def2-TZVPD basis set) for a 2-piece molecular cluster, C2H8N3O2 overall.

XYZ file:
```
15
Properties=species:S:1:pos:R:3
O -3.0512 0.2813 -0.0250
O 0.7656 1.9072 0.1172
N -2.0729 1.1414 -0.0570
N -0.6507 -1.3326 -0.0104
N 0.7874 0.5852 -0.0379
C -0.3092 -0.1049 -0.0152
C 2.0503 0.0455 -0.1038
H -0.0326 -2.2091 -0.0501
H -1.6204 -1.4921 -0.3885
H -3.5410 0.2335 0.7697
H 2.7154 0.7717 -0.5269
H 2.6259 -0.1277 0.8323
H -1.9463 1.3745 -1.1145
H -0.1419 2.1793 0.0919
H 2.0669 -0.9099 -0.7203
```

Calculated values
**Total charge**: +1
**HOMO energy (alpha / beta)**: -14.026 / -14.026 eV

## C
Density functional theory data (ωB97M-V with the def2-TZVPD basis set) for a 2-piece molecular cluster, C2H8N3O2 overall.

XYZ file:
```
15
Properties=species:S:1:pos:R:3
O -2.2799 2.7244 1.1426
O -1.4047 1.5315 -0.4662
N 1.3005 0.4471 -0.9887
N -1.4684 1.7329 0.7243
N 0.4472 -0.2042 -0.1347
C 0.5999 0.0873 1.1137
C -0.2883 -1.3233 -0.6958
H 1.4220 -0.0208 -1.8733
H 1.0448 1.4121 -1.1459
H 0.1661 -0.4898 1.9762
H -0.8699 -0.9790 -1.4475
H 1.2103 0.8651 1.3710
H -0.8970 -1.6470 0.0318
H -2.3110 2.9848 2.0726
H 0.2779 -2.0041 -1.2474
```

Calculated values
**Total charge**: +1
**HOMO energy**: -14.641 eV

## D
Density functional theory data (ωB97M-V with the def2-TZVPD basis set) for a 2-piece molecular cluster, C2H8N3O2 overall.

XYZ file:
```
15
Properties=species:S:1:pos:R:3
O 2.2299 1.1415 1.4197
O 2.1746 -1.6138 -0.9353
N -0.4017 0.2308 -0.3341
N -0.2638 0.5470 1.0044
N 2.6005 0.0265 0.7467
C -1.4403 -0.6253 -0.8558
C 2.1895 -0.6664 -0.2671
H -2.3509 -0.5644 -0.2327
H -0.3646 1.0821 -0.8578
H 0.3134 -0.0859 1.3028
H -1.1545 0.5532 1.4293
H -1.6356 -0.3016 -1.8444
H -1.2248 -1.6511 -0.8259
H 1.6626 1.6824 0.8534
H 3.5215 -0.2250 1.0158
```

Calculated values
**Total charge**: +1
**HOMO energy**: -14.015 eV

Which is most stable? The ranking, best first, is A, C, D, B.

## A
Density functional theory data (ωB97M-V with the def2-TZVPD basis set) for one molecule with the formula C21H33N3O4S.

XYZ file:
```
62
Properties=species:S:1:pos:R:3
S 0.4793 0.1565 -1.4051
O 1.6782 0.3769 -2.1599
O 0.5825 -0.4703 -0.1142
O -0.4166 2.2286 2.7806
O -4.7758 -4.4235 -5.5382
N -0.3706 1.5860 -1.2828
N 1.5613 1.4981 3.5603
N -3.3849 -2.8742 -4.7565
C -4.0342 -4.0792 -4.6459
C 0.2810 2.8250 -1.6522
C 1.5342 3.6321 2.4268
C -0.5882 -0.7248 -3.7692
C -3.7508 -4.9325 -3.4387
C -0.2283 -2.3914 2.6563
C 1.9762 2.6008 0.1897
C 1.1981 -2.2921 3.1914
C 1.1003 0.1674 3.8917
C 0.7800 2.3907 2.9152
C -2.5690 -2.2355 -2.5362
C 0.9768 3.5417 -0.4840
C 0.5837 4.6402 1.7770
C -2.4888 -2.2033 -3.9290
C -1.6524 -1.5338 -1.7741
C -0.0574 4.0667 0.5149
C -0.6646 -0.7929 -2.3910
C 2.6163 3.2550 1.4085
C 1.7535 -0.8793 2.9883
C 2.0903 -3.2935 2.4603
C -1.4971 -1.4249 -4.5359
H -0.2470 -2.0412 1.6268
H 2.5564 1.6514 3.5962
H -3.5057 -2.4617 -5.6753
H -1.6934 -1.5552 -0.6968
H -0.9137 -1.7850 3.2424
H -0.8588 1.6362 -0.4006
H 2.0032 4.0944 3.3042
H 1.4669 1.6888 0.5055
H -0.2039 4.9061 2.4838
H 1.3228 -0.0406 4.9442
H -0.7221 3.2593 0.8212
H 1.2016 -2.5300 4.2624
H 0.1936 -0.1341 -4.2182
H -4.4397 -4.6786 -2.6356
H -0.5760 -3.4221 2.6869
H -3.3591 -2.7788 -2.0474
H 1.7125 -4.3063 2.5826
H 1.5941 -0.5987 1.9453
H -0.4710 3.4831 -2.1014
H -2.7284 -4.8105 -3.0934
H 0.0191 0.1799 3.7512
H 2.7428 2.3102 -0.5316
H 3.3529 2.5764 1.8436
H -0.6653 4.8378 0.0349
H 2.8305 -0.8842 3.1811
H -3.9309 -5.9691 -3.7134
H 1.5262 4.3943 -0.9012
H 3.1081 -3.2604 2.8438
H 1.1449 5.5457 1.5327
H -1.4454 -1.3810 -5.6139
H 1.0154 2.5531 -2.4124
H 3.1448 4.1628 1.1052
H 2.1118 -3.0562 1.3992
```

Calculated values
**SMILES string**: CC(=O)Nc1ccc(S(=O)(=O)NC[C@H]2CC[C@@H](C(=O)NCCC(C)C)CC2)cc1
**HOMO energy**: -8.980 eV

## B
Density functional theory data (ωB97M-V with the def2-TZVPD basis set) for one molecule with the formula C21H33N3O4S.

XYZ file:
```
62
Properties=species:S:1:pos:R:3
S -1.3040 3.6549 1.3497
O 4.0726 -0.2412 -0.1570
O 0.4346 -0.2488 -1.4837
O -0.9773 3.9928 2.7070
O -2.0226 4.6015 0.5440
N 3.2084 1.2764 -1.6290
N -2.1493 2.2128 1.3958
N 0.1364 -2.3711 -0.8096
C 2.1269 1.7568 0.5066
C 0.1655 3.1244 0.4997
C 0.7543 -0.9816 2.3408
C -2.2494 1.1948 -1.5035
C 3.9943 0.2170 -1.2734
C -2.7289 -1.5704 -0.6987
C -2.1435 0.0530 -2.5112
C -3.2356 0.8677 -0.3859
C 1.3314 -3.1621 1.1927
C 1.0809 2.3517 1.1857
C 2.2355 1.9236 -0.8730
C 4.7809 -0.3282 -2.4478
C -1.7457 -1.2613 -1.8351
C 0.3655 -2.4435 2.1428
C 1.4357 -2.5310 -0.1955
C 0.3371 -3.1719 3.4856
C -3.3509 2.0300 0.6144
C -2.7956 -0.4225 0.3044
C 0.3014 3.3554 -0.8555
C 1.3420 2.7630 -1.5411
C -0.2933 -1.2146 -1.3528
H 1.7846 -0.9084 2.6806
H -4.2114 1.8637 1.2718
H 1.4433 2.9145 -2.6059
H -1.8110 -0.2632 0.7464
H -4.2311 0.7170 -0.8212
H -3.4944 -0.6768 1.1052
H 0.1112 -0.5189 3.0868
H 1.0094 -4.2026 1.0875
H 1.3183 -3.1382 3.9536
H 5.4470 -1.1123 -2.1001
H -0.4843 -3.1635 -0.7647
H -1.3960 0.3081 -3.2638
H -2.1638 1.8280 2.3237
H -3.1038 -0.0863 -3.0143
H 2.3302 -3.1656 1.6314
H 4.0965 -0.7435 -3.1849
H -1.8002 -2.0706 -2.5756
H -0.4222 3.9822 -1.3516
H 3.1747 1.4951 -2.6155
H -1.2675 1.3731 -1.0687
H -0.3788 -2.7051 4.1580
H 5.3660 0.4609 -2.9146
H 2.8364 1.1347 1.0249
H 0.0548 -4.2149 3.3564
H 0.9578 2.2197 2.2485
H -3.5111 2.9649 0.0709
H -3.7200 -1.7239 -1.1344
H 2.0684 -3.1644 -0.8298
H 1.8922 -1.5420 -0.1428
H -0.6426 -2.4781 1.7133
H -2.5639 2.1046 -2.0182
H -2.4533 -2.4943 -0.1844
H 0.6574 -0.4217 1.4151
```

Calculated values
**SMILES string**: CC(=O)Nc1ccc(S(=O)(=O)NC[C@H]2CC[C@@H](C(=O)NCCC(C)C)CC2)cc1
**HOMO energy**: -8.529 eV

Which is most stable? The ranking, best first, is B, A.

## A
Density functional theory data (ωB97M-V with the def2-TZVPD basis set) for one molecule with the formula CH4FN3O.

XYZ file:
```
10
Properties=species:S:1:pos:R:3
F -1.4747 -0.2872 -0.6216
O 1.6624 0.5118 0.7936
N 0.0151 -0.3108 -0.5968
N 0.3941 0.4705 -1.5264
N -0.2691 -0.4870 1.6315
C 0.5934 0.0026 0.6663
H -1.2146 -0.7397 1.3774
H 0.4481 -0.0323 -2.3490
H 0.3066 -0.7008 2.3965
H 0.0049 1.4405 -1.6312
```

Calculated values
**SMILES string**: NC(=O)N(N)F
**HOMO energy**: -10.359 eV

## B
Density functional theory data (ωB97M-V with the def2-TZVPD basis set) for a 3-piece molecular cluster, CH4FN3O overall.

XYZ file:
```
10
Properties=species:S:1:pos:R:3
F 2.6018 -0.8628 0.8039
O 0.9333 2.0501 -1.0567
N -0.4962 -1.1280 -0.5433
N -0.9992 2.8026 0.0065
N 0.3643 -1.8139 0.0103
C 0.0220 2.5430 -0.5473
H 0.0176 -2.7710 0.1861
H -1.5023 3.6205 0.2627
H 1.7784 -1.2549 0.4869
H -0.1335 -0.1798 -0.7310
```

Calculated values
**SMILES string**: [H]/N=N/[H].N=C=O.F
**HOMO energy**: -10.402 eV

Which is most stable? The ranking, best first, is B, A.